15
Properties=species:S:1:pos:R:3 method="wB97M-V/def2-TZVPD" gap_ev=10.867 smiles="CC(N)=O.CO" charge=0 lumo_ev=0.82
C -0.65 0.21 1.02
C -1.04 1.29 0.09
N -1.91 2.23 0.58
O -0.50 1.45 -0.99
H 0.26 -0.32 0.75
H -1.36 -0.61 1.16
H -0.46 0.52 2.04
H -2.23 2.94 -0.06
H -2.59 1.98 1.27
C 1.82 -2.00 -1.00
O 1.91 -0.59 -0.74
H 1.12 -2.49 -0.32
H 2.80 -2.34 -0.65
H 1.66 -2.18 -2.06
H 1.17 -0.08 -1.08

***

15
Properties=species:S:1:pos:R:3 method="wB97M-V/def2-TZVPD" gap_ev=10.877 smiles="O=CO.CCN" charge=0 lumo_ev=0.90
O -2.63 0.04 0.12
C -2.27 0.75 -0.81
O -1.09 1.29 -0.92
H -2.95 1.00 -1.63
H -0.55 0.95 -0.03
C 1.38 -0.49 -0.78
C 1.22 -0.55 0.79
N 0.00 0.10 1.23
H 2.30 -1.01 -1.10
H 0.52 -0.96 -1.29
H 1.47 0.54 -1.18
H 1.33 -1.59 1.04
H 2.04 0.01 1.17
H 0.06 0.44 2.19
H -0.83 -0.52 1.19

***

15
Properties=species:S:1:pos:R:3 method="wB97M-V/def2-TZVPD" gap_ev=9.575 charge=0 lumo_ev=0.85
C -0.26 0.59 0.21
C -0.98 -0.50 -0.43
C 1.97 -0.98 0.07
N -0.30 1.86 -0.26
O 1.01 -0.34 -0.72
O -2.43 0.07 0.26
H -2.59 -0.44 1.06
H -0.06 0.50 1.27
H -0.53 2.60 0.39
H -0.53 2.00 -1.23
H -0.87 -1.48 0.00
H -1.22 -0.39 -1.48
H 2.95 -0.92 -0.41
H 1.75 -2.05 0.23
H 2.07 -0.52 1.06

***

15
Properties=species:S:1:pos:R:3 method="wB97M-V/def2-TZVPD" gap_ev=10.455 smiles="O=CO.CNC" charge=0 lumo_ev=0.90
O -0.66 1.83 0.76
C 0.29 2.11 0.04
O 1.07 1.23 -0.60
H 0.60 3.14 -0.20
H 0.61 0.34 -0.42
C -0.78 -1.57 -1.13
N -0.34 -1.01 0.13
C 0.44 -1.95 0.90
H 0.08 -1.81 -1.75
H -1.41 -2.48 -1.00
H -1.38 -0.78 -1.63
H -1.12 -0.73 0.65
H -0.15 -2.84 1.22
H 0.83 -1.45 1.78
H 1.28 -2.30 0.29